[1]
{"formula": "C22H42Cl3N2O4SSiV", "method": "ωB97M-V/def2-TZVPD", "elements": ["C", "C", "H", "H", "H", "C", "C", "H", "H", "H", "H", "V", "Cl", "Cl", "C", "O", "N", "C", "C", "H", "H", "H", "H", "H", "H", "H", "H", "H", "C", "C", "N", "H", "C", "O", "H", "H", "H", "H", "O", "C", "C", "C", "H", "C", "H", "C", "H", "C", "C", "H", "H", "H", "Si", "Cl", "C", "C", "C", "H", "H", "H", "H", "H", "H", "H", "H", "H", "C", "S", "C", "O", "H", "H", "H", "H", "H", "H"], "positions_angstrom": [[2.3116, -1.3609, -4.2608], [2.6936, -0.8817, -2.8650], [3.1145, -1.1232, -4.9546], [1.3971, -0.8722, -4.6112], [2.1129, -2.4498, -4.1958], [4.0083, -0.5583, -2.5117], [5.0105, -0.1340, -3.4947], [4.2988, -0.5946, -1.4733], [4.7316, 0.7493, -4.0896], [5.3272, -0.9240, -4.1842], [5.8955, 0.1698, -2.9361], [-2.5776, 0.6784, 0.5744], [-3.7378, -1.3104, 0.3598], [-3.2731, 2.5904, -0.4860], [-0.8771, -1.3721, 2.2748], [-1.1464, -0.1672, 2.0344], [-0.1362, -1.7044, 3.3530], [0.4934, -0.6502, 4.1418], [0.0604, -3.0804, 3.7850], [-1.2780, -2.1753, 1.6318], [0.0987, 0.3167, 3.8226], [1.5849, -0.6692, 4.0115], [0.2789, -0.8011, 5.2070], [-0.5819, -3.7541, 3.2091], [-0.1841, -3.1722, 4.8586], [1.1111, -3.3936, 3.6619], [1.1926, 2.8181, -2.0314], [3.4712, 2.3740, -0.2922], [0.9169, 3.3766, -1.1277], [2.8016, 2.8538, 0.4457], [1.3943, 2.6346, 0.0539], [-0.1692, 3.4668, -1.0504], [0.4917, 2.2184, 1.0110], [-0.7223, 2.4771, 1.0705], [2.9503, 2.4121, 1.4368], [0.9534, 1.5776, 1.7844], [1.3973, 4.3641, -1.1679], [3.0639, 3.9282, 0.4794], [1.5129, -0.0601, -2.3045], [1.7072, -1.3387, -1.7790], [2.7571, -0.4792, 0.3694], [2.1619, -1.4919, -0.4009], [2.9042, 0.5023, -0.0905], [3.2923, -0.8031, 1.6172], [1.0209, -2.1265, -2.1351], [2.0933, -2.8158, 0.0706], [3.7921, -0.0180, 2.2035], [3.2210, -2.1267, 2.0669], [2.5969, -3.1370, 1.3143], [1.7752, -3.6023, -0.6259], [3.6664, -2.3580, 3.0346], [2.5439, -4.1721, 1.6775], [-2.3126, 0.8940, -2.7283], [-0.9541, 0.1749, -0.8458], [-2.1606, 2.6916, -3.2733], [-4.1944, 0.5844, -2.5372], [-1.7136, -0.1475, -4.1475], [-1.4487, 3.3089, -2.7205], [-3.1545, 3.1847, -3.2464], [-1.8580, 2.6784, -4.3390], [-0.9007, 0.3843, -4.6703], [-2.5693, -0.2926, -4.8221], [-1.3595, -1.1207, -3.7920], [-4.4669, 0.1038, -1.5902], [-4.5207, -0.0762, -3.3533], [-4.7647, 1.5324, -2.6297], [-3.8727, 0.5674, 4.5705], [-3.9840, -0.0472, 2.9089], [-5.7428, -0.3063, 2.9715], [-3.7607, 1.2472, 2.0452], [-4.6003, -0.0116, 5.1697], [-4.0966, 1.6368, 4.5532], [-2.8654, 0.3298, 4.9208], [-6.2696, 0.6408, 2.8659], [-6.0302, -1.0449, 2.2231], [-5.9229, -0.7427, 3.9740]], "atomic_forces_ev_per_a": [[-0.1, -0.2, 0.5], [-0.3, -1.0, 0.9], [0.0, -0.3, -0.2], [0.1, 0.0, 0.1], [0.3, 0.5, -0.4], [-0.3, -0.3, 0.2], [0.6, 0.5, -0.2], [0.1, 0.0, 0.0], [0.0, 0.0, -0.2], [0.2, 0.0, -0.4], [0.3, 0.0, -0.1], [1.0, 1.0, 1.1], [-0.6, -1.3, -0.3], [-0.7, 1.0, -0.4], [-0.2, 1.6, 0.2], [0.2, -1.8, 0.3], [-0.2, -0.1, -0.3], [0.1, -0.1, 0.1], [0.3, 0.0, 0.1], [0.2, 0.1, 0.4], [0.1, -0.2, 0.0], [-0.3, 0.0, -0.1], [-0.1, 0.0, -0.1], [0.1, 0.2, 0.1], [-0.1, 0.1, -0.4], [-0.4, 0.2, -0.1], [-0.1, 0.0, 0.2], [-0.2, 0.2, 0.3], [0.3, -0.5, 0.4], [-0.4, -0.5, -0.6], [-0.5, 0.8, 0.8], [0.2, 0.0, 0.0], [-0.8, 0.7, -0.1], [2.0, -0.4, -0.4], [0.1, 0.1, -0.2], [0.1, 0.2, -0.1], [-0.2, -0.1, 0.1], [-0.4, -0.3, 0.1], [-1.0, 1.1, 0.0], [0.7, 0.4, -1.5], [0.0, -0.4, -0.2], [-0.2, -0.7, 0.1], [-0.3, -0.6, 0.3], [-0.2, -0.1, -0.4], [-0.1, 0.3, 0.4], [0.4, 0.2, -0.1], [-0.2, -0.5, -0.2], [-0.1, 0.0, 0.6], [0.5, 0.3, 0.4], [-0.2, 0.4, 0.4], [-0.1, -0.1, -0.1], [0.2, 0.5, -0.1], [-0.9, 0.5, 0.8], [0.4, 0.0, -3.8], [0.2, 0.2, -0.7], [0.1, -0.3, -0.1], [0.5, -0.2, 0.2], [-0.2, -0.1, -0.1], [0.6, -0.4, 0.3], [0.1, 0.0, 0.3], [-0.2, -0.4, 0.2], [0.2, 0.1, 0.1], [0.0, 0.1, -0.2], [0.0, 0.2, -0.3], [0.1, 0.0, 0.1], [0.6, -0.5, 0.2], [-0.1, -0.3, 0.7], [0.0, 1.4, -0.6], [-0.5, -0.7, 0.5], [-1.2, -1.5, 2.5], [0.5, 0.5, 0.0], [0.1, -0.1, 0.2], [-0.1, 0.4, 0.0], [0.1, 0.0, -0.1], [0.1, 0.3, -0.2], [-0.2, 0.2, -0.7]], "homo_energy_ev": [-1.518, -1.518], "relative_energy_kcal_mol": 83.9, "charge": -1, "e_tot_ev": -116634.9860, "spin_multiplicity": 4}

---

[2]
{"formula": "C22H42ClEuN2OP2", "method": "ωB97M-V/def2-TZVPD", "elements": ["Eu", "P", "P", "N", "C", "H", "H", "C", "H", "H", "C", "H", "H", "C", "H", "H", "C", "C", "H", "H", "H", "C", "C", "H", "H", "H", "C", "C", "H", "H", "H", "C", "C", "H", "H", "H", "C", "C", "H", "H", "H", "C", "H", "H", "H", "C", "H", "H", "H", "C", "H", "H", "H", "H", "H", "H", "H", "O", "H", "H", "Cl", "C", "C", "C", "C", "N", "C", "H", "H", "H", "H"], "positions_angstrom": [[-0.0164, -0.0303, 0.1553], [1.1624, 2.2952, -1.1250], [0.3363, -2.8096, 0.4256], [0.5578, -0.7261, -2.0096], [1.1082, 1.6067, -2.8228], [0.6940, 2.4142, -3.4486], [2.1540, 1.4133, -3.1319], [0.2472, 0.3067, -2.9991], [-0.8377, 0.5959, -2.9526], [0.4142, -0.0255, -4.0551], [-0.1735, -1.9615, -2.2897], [-0.0532, -2.3239, -3.3416], [-1.2768, -1.8018, -2.1523], [0.2501, -3.1653, -1.3739], [1.2325, -3.5632, -1.6961], [-0.4932, -3.9721, -1.4678], [-1.3311, -3.0640, 1.2072], [-1.5696, -2.2638, 2.4952], [-2.6279, -2.3613, 2.7668], [-1.3951, -1.1857, 2.3918], [-0.9601, -2.6211, 3.3293], [1.6961, -3.5016, 1.4049], [1.7074, -3.0778, 2.8799], [2.6605, -3.3718, 3.3364], [0.9025, -3.5325, 3.4631], [1.6336, -1.9938, 3.0102], [2.7898, 2.8761, -0.6101], [2.8765, 3.3659, 0.8404], [3.9343, 3.5077, 1.0931], [2.4764, 2.6472, 1.5613], [2.3592, 4.3153, 1.0062], [-0.1272, 3.6010, -0.8732], [-0.5132, 3.7957, 0.5981], [-1.4815, 4.3111, 0.6624], [0.2333, 4.3548, 1.1705], [-0.6697, 2.8402, 1.1077], [0.9156, 0.7077, 2.7784], [1.7903, -5.0020, 1.1584], [0.9636, -5.5640, 1.6059], [1.8051, -5.2286, 0.0864], [2.7382, -5.3610, 1.5796], [3.4077, 3.8385, -1.6194], [4.4557, 3.9840, -1.3236], [3.4013, 3.4209, -2.6322], [2.9023, 4.8104, -1.6598], [0.1574, 4.9388, -1.5640], [-0.7674, 5.5471, -1.5585], [0.9324, 5.4977, -1.0180], [0.4816, 4.8190, -2.6083], [-1.6999, -4.5399, 1.3747], [-1.1632, -5.0169, 2.2096], [-2.7817, -4.5871, 1.5879], [-1.5189, -5.1282, 0.4641], [-2.0495, -2.6448, 0.4875], [-1.0099, 3.1375, -1.3443], [2.6095, -3.0649, 0.9682], [3.3879, 1.9516, -0.6555], [1.0286, 1.0325, 3.8751], [2.9678, -0.6706, -0.9129], [3.1124, -0.5760, -0.1649], [-6.5327, -0.6825, 0.6708], [-5.0131, -0.0192, 0.3112], [-4.8965, 1.3320, -0.0507], [-3.6464, 1.8633, -0.3236], [-2.5391, 1.0066, -0.2656], [-2.6520, -0.2831, 0.1144], [-3.8721, -0.8194, 0.3992], [-5.7792, 1.9305, -0.0957], [-3.4972, 2.9256, -0.5470], [-1.5595, 1.4069, -0.5779], [-3.9791, -1.8566, 0.6946]], "atomic_forces_ev_per_a": [[0.4, -1.1, -1.1], [-1.2, -1.1, 1.5], [-0.5, 2.6, 0.4], [-0.5, 0.5, 1.2], [0.1, 0.2, -0.4], [0.3, -0.4, -0.2], [-0.5, 0.1, 0.1], [0.0, 0.6, 0.0], [0.4, 0.0, -0.2], [-0.1, 0.0, 0.7], [-0.3, -0.4, 0.3], [0.0, 0.4, 0.6], [0.4, -0.3, -0.2], [0.1, -0.6, -0.2], [-0.4, 0.2, 0.2], [0.3, 0.1, -0.3], [0.0, -0.5, -0.3], [0.1, -0.3, 0.1], [0.2, 0.0, 0.1], [0.1, 0.0, -0.1], [-0.2, 0.1, -0.1], [0.6, -0.5, -0.4], [-0.1, -0.1, 0.1], [-0.2, -0.1, -0.2], [0.2, -0.1, -0.1], [0.0, 0.0, -0.1], [0.7, -0.2, -0.3], [0.0, 0.2, 0.0], [-0.2, 0.1, -0.1], [0.0, 0.0, -0.1], [0.2, -0.1, -0.1], [0.0, 0.1, -0.5], [-0.1, 0.0, 0.0], [0.3, 0.1, 0.0], [-0.2, -0.1, -0.2], [0.1, -0.2, 0.1], [0.3, 1.1, 3.8], [0.4, -0.5, 0.3], [0.2, 0.1, 0.0], [0.0, 0.0, 0.2], [-0.3, -0.1, -0.1], [0.4, 0.3, 0.0], [-0.2, 0.2, -0.2], [0.0, 0.1, 0.2], [0.2, -0.2, 0.1], [-0.3, 0.3, 0.0], [0.5, -0.2, -0.1], [-0.3, -0.2, -0.2], [-0.1, 0.0, 0.3], [-0.5, -0.2, 0.3], [-0.2, 0.2, -0.3], [0.4, -0.2, 0.0], [0.0, 0.2, 0.2], [0.5, -0.2, -0.2], [0.2, 0.2, -0.3], [-0.3, 0.0, -0.1], [-0.1, 0.1, 0.0], [-0.3, -1.1, -3.8], [0.0, 0.1, 0.7], [0.0, -0.1, -0.5], [-0.2, -0.1, 0.0], [0.6, 0.3, -0.2], [0.5, -0.6, 0.2], [0.6, 0.0, 0.0], [-1.7, -0.5, 0.4], [0.4, 0.3, -0.3], [0.6, 1.4, -0.4], [-0.4, 0.4, 0.0], [-0.2, -0.5, -0.1], [-0.5, 0.1, 0.0], [0.3, 0.1, 0.0]], "homo_energy_ev": [-13.482, -13.538], "charge": 2, "e_tot_ev": -78935.3640, "spin_multiplicity": 7}